13
Properties=species:S:1:pos:R:3:forces:R:3 method="wB97M-V/def2-TZVPD" e_tot_ha=-1081.73494 gap_ha=0.2771 smiles="Cc1sc(=S)[nH]c1O" charge=0
S -1.20593 -1.47559 0.03230 -1.498 0.376 -0.343
S -3.81221 -0.03014 0.01170 0.131 0.366 -0.317
O 0.89686 1.79543 -0.12436 -3.944 1.227 0.047
N -1.36694 1.09230 -0.07045 1.367 -2.245 -0.660
C 0.23952 -0.64807 0.17550 0.885 7.755 -0.415
C -0.05803 0.84104 0.05778 3.362 -5.661 0.434
C -2.16043 0.01650 -0.12269 -1.174 -2.349 0.880
C 1.65176 -1.12847 0.00739 -1.237 -1.003 0.555
H 2.26562 -1.09353 0.90183 -0.272 -0.133 0.557
H 1.34850 -2.19749 -0.15330 1.863 0.543 -0.746
H -1.79943 1.92131 0.06428 -1.403 3.413 0.285
H 2.26239 -0.53227 -0.69937 -0.621 -0.940 -0.528
H 1.73833 1.43897 -0.08062 2.541 -1.346 0.250